Record 1
Density functional theory data (the ωB97M-V functional and the def2-TZVPD basis) for a cluster of 3 separate species, C18H33F2N2O5P in total.

Geometry (Å):
C 5.098 0.801 -2.308
C 4.523 -0.577 -1.967
C 4.736 -1.600 -3.099
C 3.422 -2.239 -3.564
N 2.455 -1.212 -3.986
C 1.209 -1.225 -3.346
C 0.470 -0.140 -3.037
P 0.721 1.631 -3.483
N 1.008 2.131 -1.860
O 2.218 1.677 -4.183
C -0.808 -0.346 -2.295
O -1.775 0.369 -2.406
C -0.832 -1.525 -1.376
F -1.559 -1.423 -0.276
C -0.161 -2.614 -1.735
F -0.135 -3.733 -1.026
C 0.595 -2.574 -3.017
O 0.681 -3.527 -3.746
H 4.744 1.578 -1.629
H 4.822 1.055 -3.335
H 6.189 0.759 -2.271
H 5.002 -0.941 -1.054
H 3.458 -0.488 -1.737
H 5.338 -2.427 -2.710
H 5.262 -1.158 -3.945
H 3.640 -2.895 -4.410
H 3.032 -2.833 -2.737
H 2.377 -1.160 -4.992
H 1.483 1.416 -1.317
H 1.556 2.984 -1.816
H 2.869 2.036 -3.566
C -4.501 -0.288 -0.090
C -3.844 0.141 1.211
O -4.501 1.233 1.834
C -5.845 1.006 2.215
C -6.017 -0.108 3.234
H -4.624 0.569 -0.752
H -3.889 -1.031 -0.595
H -5.487 -0.729 0.075
H -2.833 0.488 1.007
H -3.754 -0.706 1.903
H -6.470 0.819 1.335
H -6.179 1.951 2.645
H -5.781 -1.087 2.813
H -7.050 -0.140 3.583
H -5.363 0.055 4.092
C 1.806 0.512 4.813
C 1.441 1.687 3.920
O 0.788 1.317 2.720
C -0.455 0.651 2.879
C -1.517 1.466 3.599
H 2.367 -0.235 4.250
H 2.419 0.854 5.647
H 0.923 0.026 5.229
H 2.349 2.201 3.602
H 0.842 2.417 4.475
H -0.310 -0.315 3.379
H -0.785 0.431 1.864
H -1.261 1.625 4.649
H -2.475 0.950 3.564
H -1.635 2.443 3.130

Properties
HOMO level = -8.7 eV
Lowest unoccupied orbital energy = -1.200 eV
Total energy = -47140.475 eV
Spin multiplicity = 1

***

Record 2
Density functional theory data (the ωB97M-V functional and the def2-TZVPD basis) for a structure of composition C38H24CrIN3O7PS.

Geometry (Å):
Cr -0.457 -0.527 -1.071
I -3.066 -0.374 0.094
C -2.521 1.234 1.391
C -3.341 2.317 1.302
C -3.154 3.416 2.156
C -2.191 3.358 3.114
C -1.360 2.221 3.247
C -0.443 2.155 4.318
C 0.332 1.051 4.512
C 0.295 0.017 3.565
C -0.531 0.055 2.463
P -0.145 -1.205 1.173
C 1.636 -1.367 1.376
C 2.265 -2.511 1.666
C 3.720 -2.610 1.634
C 4.475 -1.619 1.164
C 3.862 -0.350 0.659
C 2.370 -0.141 0.937
C -0.967 -2.709 1.788
C -1.864 -2.653 2.854
C -2.613 -3.766 3.200
C -2.474 -4.949 2.489
C -1.581 -5.014 1.429
C -0.838 -3.900 1.074
C -1.462 1.130 2.327
H -4.128 2.340 0.561
H -3.786 4.286 2.043
H -2.050 4.180 3.805
H -0.385 2.998 4.997
H 1.004 0.979 5.356
H 0.968 -0.823 3.683
H 1.694 -3.388 1.949
H 4.172 -3.524 2.000
H 5.555 -1.694 1.121
H 4.480 0.504 0.954
H 2.101 0.735 1.528
H -1.978 -1.735 3.417
H -3.320 -3.705 4.017
H -3.063 -5.816 2.758
H -1.482 -5.930 0.861
H -0.170 -3.951 0.227
S -0.760 -3.577 -4.308
C 0.313 -4.220 -3.134
C 0.401 -3.439 -2.023
C -0.432 -2.283 -2.060
C -1.093 -2.229 -3.265
C -1.777 -1.018 -3.632
C -2.682 -0.867 -4.683
C -3.256 0.367 -4.908
C -2.933 1.431 -4.069
C -2.050 1.210 -3.035
N -1.465 0.025 -2.820
H 0.845 -5.134 -3.352
H 1.091 -3.652 -1.216
H -2.929 -1.726 -5.292
H -3.964 0.504 -5.715
H -3.358 2.414 -4.213
H -1.808 2.000 -2.333
O 3.650 -0.339 -0.763
C 2.282 0.107 -0.624
O 1.413 -0.648 -1.327
C 2.159 1.566 -1.012
C 3.232 2.245 -1.512
C 3.090 3.564 -1.954
C 1.871 4.187 -1.897
C 0.761 3.512 -1.404
C 0.848 2.143 -0.958
O -0.143 1.438 -0.540
N -0.475 4.256 -1.438
O -0.458 5.384 -1.909
O -1.502 3.741 -1.019
N 4.236 4.269 -2.495
O 5.310 3.691 -2.501
O 4.067 5.403 -2.914
H 4.195 1.759 -1.567
H 1.760 5.202 -2.247

Properties
HOMO level (spin up / spin down) = -8.1 / -7.8 eV
Lowest unoccupied orbital energy (spin up / spin down) = -0.701 / -0.579 eV
<S²> = 0.8148
Energy relative to the best compared isomer or geometry (same formula, charge and spin) = 136.63 kJ/mol
Total energy = -115237.813 eV
Spin multiplicity = 2